1.
Entry from the OMol25 dataset: 2 unconnected molecules or ions with the total composition C25H34F14IN4O4S2 at a distorted geometry (ωB97M-V/def2-TZVPD).

The geometry in XYZ format:
```
84
Properties=species:S:1:pos:R:3:forces:R:3:lowdin_charge:R:1
C 0.279 -3.315 3.244 -0.566 -0.599 0.735 -0.0527
C -0.559 -2.294 4.139 0.958 -0.967 0.328 -0.2876
F -1.730 -2.979 4.646 1.291 1.370 -1.123 -0.0634
C -0.939 -0.916 3.400 -0.022 0.112 1.570 -0.0789
N -0.315 -0.746 2.067 -3.056 -0.450 -4.459 -0.0767
C -0.988 -0.846 0.815 1.638 0.402 -1.709 -0.1242
C -2.497 -1.130 0.432 0.298 -0.128 -0.037 -0.0688
C -3.185 -2.347 1.215 0.505 -0.394 -0.470 -0.0432
C -4.773 -2.227 1.349 0.933 -1.616 -1.479 -0.2865
F -5.228 -1.323 0.367 0.361 -1.204 2.114 0.0737
F -5.312 -3.500 0.978 0.905 2.589 0.671 0.0562
C -5.303 -1.938 2.827 -1.576 -1.153 1.334 -0.2162
F -4.310 -1.594 3.761 -1.384 -0.442 -2.013 0.0847
F -5.895 -3.137 3.315 1.394 2.585 -1.017 0.0975
C -6.448 -0.823 2.934 -2.098 -0.837 0.866 -0.1988
F -7.512 -1.038 2.021 2.838 0.298 1.751 0.1092
F -7.045 -1.008 4.215 1.471 0.742 -2.486 0.0964
C -5.917 0.684 2.801 -0.349 0.936 -2.006 -0.1852
F -6.775 1.317 1.863 1.869 -0.985 2.522 0.1059
F -4.617 0.764 2.206 -2.225 -0.630 1.301 0.0676
C -5.819 1.491 4.170 -0.691 1.348 2.440 -0.1956
F -5.086 0.798 5.172 -1.744 0.987 -2.462 0.0941
F -7.094 1.802 4.714 2.597 -1.089 -1.553 0.1043
C -5.055 2.918 4.027 1.625 0.849 0.092 -0.3483
F -3.676 2.630 4.225 -2.750 0.870 -0.672 0.0760
F -5.422 3.832 5.004 0.592 -2.200 -2.262 0.1417
F -5.206 3.497 2.770 0.209 -1.221 2.687 0.1289
N -0.151 -0.603 -0.319 1.061 -0.114 5.654 0.1964
C 1.126 -0.328 0.308 -2.127 -0.085 0.991 -0.2590
N 2.231 -0.005 -0.346 0.107 -0.509 -1.877 -0.0567
C 3.581 0.292 0.194 1.060 0.819 1.369 -0.1422
C 3.616 1.776 0.818 0.146 -0.189 -0.274 -0.1894
C 4.758 2.005 1.920 -0.521 1.328 -0.139 -0.1369
C 4.126 2.641 3.274 -0.619 -1.844 -0.163 -0.2075
O 4.295 4.076 3.352 2.055 -0.630 1.448 -0.0770
C 5.132 4.458 4.427 -0.028 0.018 2.550 -0.2534
O 5.052 4.052 5.592 -0.063 0.594 -3.832 0.0518
C 2.101 0.017 -1.857 -0.493 -0.096 -1.468 -0.1739
C 1.286 1.280 -2.417 -0.650 0.432 0.708 -0.7081
C 1.208 2.537 -1.437 -0.620 0.680 -0.792 -0.2007
I 2.171 2.044 -4.293 -0.366 -0.563 0.785 0.8800
N 0.997 -0.431 1.725 0.026 0.588 0.160 -0.3164
S 2.045 -0.212 3.073 0.793 -0.296 0.359 0.9246
H 0.053 -4.369 3.648 0.304 1.631 -0.556 0.1073
H 1.394 -3.149 3.413 -1.522 -0.061 -0.557 0.0731
H -0.028 -3.311 2.148 0.576 0.108 1.375 0.0808
H 0.074 -2.071 5.071 -1.113 -0.177 -1.351 0.1497
H -0.636 -0.073 4.121 -0.449 -1.071 -1.407 0.1259
H -2.061 -0.811 3.260 1.457 -0.236 0.055 0.1277
H -2.492 -1.423 -0.679 0.278 0.706 1.719 0.1427
H -3.052 -0.141 0.486 0.583 -1.253 0.216 0.1257
H -3.002 -3.284 0.572 -0.442 1.378 1.043 0.1515
H -2.646 -2.541 2.194 -1.162 0.190 -1.024 0.1014
H 3.859 -0.494 0.970 -0.427 1.012 -0.864 0.1087
H 4.409 0.260 -0.598 -1.732 -0.304 0.823 0.1492
H 3.808 2.493 -0.055 -0.569 -0.979 1.333 0.1149
H 2.578 1.979 1.268 1.620 -0.087 -0.717 0.0889
H 5.355 1.059 2.119 -0.848 1.168 -0.066 0.1163
H 5.479 2.814 1.534 -0.932 -1.398 0.531 0.1294
H 4.600 2.066 4.135 -0.588 1.249 -0.746 0.1281
H 2.994 2.449 3.324 1.733 0.293 -0.187 0.0864
H 5.923 5.255 4.194 -1.372 -0.931 -0.326 0.1638
H 1.550 -0.916 -2.240 0.881 1.277 0.868 0.1375
H 3.134 -0.008 -2.323 -1.204 0.088 0.916 0.1048
H 0.223 0.969 -2.719 1.733 0.398 0.576 0.0780
H 0.428 3.252 -1.894 1.179 -1.058 0.694 0.0872
H 0.840 2.307 -0.387 0.561 0.065 -1.262 0.0651
H 2.180 3.135 -1.412 -1.268 -1.035 0.101 0.0604
H 1.439 0.676 3.960 -0.087 -0.226 -1.378 -0.0531
C 1.344 -1.379 -9.144 -0.017 0.031 -0.172 -0.2214
C 2.629 -2.199 -9.284 -0.078 -0.200 -0.062 -0.2158
C 3.770 -1.368 -8.693 0.251 -0.350 -0.393 -0.2213
S 3.031 -0.315 -7.449 -0.052 -0.175 0.075 0.6181
O 3.151 1.059 -7.877 0.090 -0.126 0.375 -0.3376
O 3.456 -0.754 -6.138 0.066 0.335 -0.129 -0.3837
C 1.348 -0.845 -7.717 -0.458 -0.103 -0.144 -0.2384
H 0.456 -1.981 -9.344 0.061 0.073 0.016 0.1180
H 1.357 -0.547 -9.855 -0.046 -0.041 0.080 0.1230
H 2.527 -3.134 -8.725 0.006 0.078 -0.040 0.1184
H 2.830 -2.460 -10.325 0.008 0.017 0.109 0.1180
H 4.529 -1.998 -8.229 -0.008 0.227 0.062 0.1052
H 4.230 -0.727 -9.447 -0.048 0.061 0.160 0.1088
H 0.666 -0.008 -7.570 0.171 0.035 0.110 0.1074
H 1.130 -1.639 -6.999 0.077 0.084 -0.001 0.1079
```
Positions in Å, forces in eV/Å.

## Properties
HOMO level ... -11.417 eV
Gap between HOMO and LUMO ... 8.16 eV
Total energy ... -3984.72549 hartree
Net charge ... +1

***

2.
Entry from the OMol25 dataset: a molecular structure, C25H34MnN9O2 (ωB97M-V/def2-TZVPD).

The geometry in XYZ format:
```
71
Properties=species:S:1:pos:R:3:forces:R:3:lowdin_spin:R:1
Mn 0.006 0.019 -0.041 0.077 -0.040 -0.426 2.8563
C 2.565 -8.052 0.368 0.000 -0.006 -0.002 0.0023
O 1.193 -8.360 0.184 0.086 -0.050 -0.055 0.0461
C 0.290 -7.687 0.928 0.055 0.158 0.121 0.0853
C 0.611 -6.677 1.836 -0.031 0.057 0.031 -0.0020
C -0.396 -6.039 2.544 -0.045 0.012 -0.046 0.1049
C -1.744 -6.389 2.350 0.330 0.019 0.379 0.0436
C -2.043 -7.435 1.457 -0.143 0.009 -0.012 0.0743
C -1.046 -8.057 0.750 -0.183 -0.124 -0.086 -0.0183
N -2.790 -5.742 2.960 -0.624 0.248 -0.703 0.6103
N -2.620 -4.662 3.642 0.662 -0.185 0.603 0.5549
C -2.224 -3.478 3.155 -0.217 0.026 -0.305 0.0222
C -1.756 -2.510 4.064 0.018 -0.111 0.019 0.1506
C -1.028 -1.406 3.644 -0.061 0.036 0.129 -0.0261
C -0.783 -1.175 2.299 0.139 0.194 -0.166 0.1319
O -0.042 -0.171 1.851 -0.085 -0.083 0.323 0.0989
C -1.385 -2.047 1.346 -0.086 -0.065 -0.006 0.0315
N -1.202 -1.715 0.031 0.079 0.135 0.062 0.0417
C -1.790 -2.461 -0.886 0.006 0.071 -0.155 -0.0091
C -2.615 -3.543 -0.583 -0.037 -0.050 -0.038 0.0419
C -2.795 -3.894 0.734 -0.022 0.010 -0.059 -0.0020
C -2.144 -3.167 1.740 0.094 -0.086 0.133 0.0498
H 3.112 -8.719 -0.290 0.017 -0.028 -0.028 -0.0002
H 2.877 -8.226 1.399 -0.012 -0.019 0.028 0.0006
H 2.780 -7.017 0.093 -0.015 0.029 -0.012 0.0007
H 1.639 -6.382 1.997 -0.054 -0.037 0.024 -0.0023
H -0.145 -5.267 3.263 -0.005 -0.031 -0.053 0.0063
H -3.080 -7.722 1.322 0.071 0.021 0.024 0.0038
H -1.276 -8.844 0.042 0.043 0.025 0.063 -0.0028
H -1.912 -2.700 5.119 0.068 -0.016 -0.053 0.0074
H -0.608 -0.718 4.367 -0.045 -0.010 -0.001 -0.0048
H -1.625 -2.190 -1.924 0.014 -0.032 0.027 -0.0016
H -3.097 -4.090 -1.381 0.018 0.035 0.030 0.0027
H -3.455 -4.711 0.997 0.097 -0.011 0.012 0.0018
N -0.090 0.242 -2.202 -0.068 0.181 0.195 -0.0005
C -0.208 1.578 -2.854 -0.102 -0.079 0.085 -0.0001
C -1.324 2.409 -2.241 0.144 -0.093 0.142 0.0006
C -0.992 2.946 -0.855 -0.128 -0.140 0.002 0.0054
N -1.179 1.897 0.173 0.292 0.068 -0.261 0.0368
H 0.674 -0.259 -2.643 0.078 -0.089 -0.024 0.0031
H -0.922 -0.282 -2.452 -0.079 -0.080 -0.072 0.0000
H -0.392 1.455 -3.920 0.035 -0.046 -0.089 -0.0005
H 0.739 2.103 -2.740 0.063 -0.015 0.001 0.0000
H -2.239 1.807 -2.187 -0.058 0.101 -0.076 0.0001
H -1.532 3.248 -2.904 -0.010 0.001 -0.039 0.0000
H -1.606 3.821 -0.644 -0.035 0.047 0.074 0.0012
H 0.054 3.255 -0.825 0.002 0.086 0.029 0.0004
H -2.160 1.645 0.217 -0.114 -0.029 0.068 0.0038
H -0.944 2.259 1.090 0.016 -0.061 0.151 0.0030
C 2.823 1.181 -0.868 0.121 -0.079 0.023 0.0041
N 4.270 1.184 -0.848 0.096 0.025 0.046 0.0014
C 4.719 1.409 0.537 -0.141 -0.188 -0.065 0.0001
N 4.206 0.368 1.433 0.093 0.019 -0.060 0.0009
C 2.757 0.371 1.394 0.152 -0.031 -0.025 0.0029
N 2.238 0.127 0.008 -0.244 0.127 -0.033 0.0205
C 2.797 -1.184 -0.438 0.076 0.005 0.044 0.0083
N 4.244 -1.203 -0.413 0.118 0.015 0.020 0.0017
C 4.753 -0.134 -1.281 -0.079 0.023 0.176 0.0002
C 4.696 -0.932 0.961 -0.127 0.128 -0.088 0.0002
H 2.487 1.013 -1.893 -0.016 -0.020 -0.012 0.0001
H 2.457 2.151 -0.525 -0.051 0.037 -0.002 0.0010
H 4.369 2.385 0.875 -0.018 0.009 0.002 0.0000
H 5.808 1.398 0.559 0.015 0.015 0.005 0.0000
H 2.379 1.334 1.735 -0.040 0.027 0.012 0.0005
H 2.363 -0.403 2.046 -0.059 -0.022 0.020 0.0000
H 2.455 -1.387 -1.456 -0.032 0.012 -0.052 0.0016
H 2.412 -1.959 0.224 -0.058 -0.037 0.028 0.0022
H 4.440 -0.318 -2.310 -0.044 0.002 -0.016 0.0000
H 5.841 -0.138 -1.242 0.009 -0.002 -0.026 0.0001
H 5.785 -0.929 0.978 0.024 -0.013 0.010 0.0001
H 4.337 -1.720 1.623 -0.038 -0.001 0.002 0.0000
```
Positions in Å, forces in eV/Å.

## Properties
HOMO level (spin up / spin down) ... -8.816 / -10.497 eV
Gap between HOMO and LUMO (spin up / spin down) ... 6.30 / 7.26 eV
Energy above the lowest of the compared OMol25 structures with the same formula, charge and spin ... 8.41 kcal per mole
Total energy ... -2767.07723 hartree
<S²> ... 8.854
Net charge ... +1
Multiplicity ... 6